Record 1
Below is a 13-piece molecular cluster, C39H104O13 overall, with properties calculated with ωB97M-V with the def2-TZVPD basis set.

Structure (ORCA input):
```
! wB97M-V def2-TZVPD RIJCOSX def2/J DEFGRID3
* xyz 1 2
C -2.1788 -5.4118 -0.6411
C -1.3430 -4.1563 -1.0587
C 0.1022 -4.5694 -1.3654
O -1.8557 -3.5501 -2.2353
H -3.1831 -5.1016 -0.3524
H -1.8002 -5.8651 0.2750
H -2.1600 -6.2043 -1.3892
H -1.2574 -3.4655 -0.2199
H 0.6368 -3.7532 -1.8512
H 0.1539 -5.5002 -1.9302
H 0.5454 -4.7862 -0.3934
H -1.1923 -2.9297 -2.5460
C 5.7535 -0.5878 0.2519
C 4.9451 0.7461 0.0743
C 4.7203 1.5869 1.3188
O 5.6655 1.4523 -0.8596
H 5.2986 -1.3639 0.8673
H 6.7760 -0.4966 0.6184
H 5.9298 -1.1799 -0.6462
H 3.9764 0.4164 -0.3013
H 4.5523 2.6224 1.0227
H 5.4640 1.5873 2.1157
H 3.7824 1.2212 1.7368
H 6.2808 2.0558 -0.4369
C 3.3631 -2.6329 -2.1341
C 4.2842 -3.1680 -3.2284
C 3.8223 -4.4457 -3.9535
O 4.3188 -2.1758 -4.2841
H 3.2459 -3.3723 -1.3419
H 2.3965 -2.2930 -2.5060
H 3.8728 -1.8572 -1.5627
H 5.3204 -3.2707 -2.9062
H 4.7009 -4.9221 -4.3886
H 3.1204 -4.2215 -4.7567
H 3.3873 -5.1878 -3.2841
H 4.7172 -1.3730 -3.9400
C -3.3508 3.5717 -0.8919
C -2.8802 3.5598 -2.3451
C -3.8332 4.1162 -3.3284
O -1.6880 4.3037 -2.4461
H -2.6726 2.9529 -0.3043
H -4.3129 3.0777 -0.7559
H -3.4487 4.5887 -0.5122
H -2.5044 2.5822 -2.6469
H -3.4674 3.9389 -4.3398
H -4.0947 5.1296 -3.0240
H -4.7416 3.5138 -3.3265
H -1.9071 5.2359 -2.5148
C 4.9727 -6.2538 1.7001
C 3.7749 -5.2686 1.5744
C 4.3067 -3.8667 1.1278
O 2.8738 -5.7314 0.6018
H 5.2993 -6.1594 2.7357
H 5.6999 -5.9685 0.9400
H 4.6846 -7.2932 1.5425
H 3.1859 -5.2695 2.4915
H 4.9499 -3.3805 1.8613
H 3.4749 -3.1770 0.9847
H 4.8425 -3.9087 0.1795
H 3.0365 -6.6775 0.6025
C -0.2449 0.7940 1.1160
C 1.0092 0.1492 0.4134
C 1.2241 -1.3723 0.6155
O 1.0189 0.3681 -0.9402
H -0.1937 0.8602 2.2028
H -1.1733 0.2436 0.9631
H -0.4223 1.7888 0.7073
H 1.8357 0.7309 0.8217
H 2.1889 -1.5524 0.1413
H 0.4737 -2.0110 0.1497
H 1.3433 -1.5865 1.6776
H 0.8040 1.3014 -1.0063
C 2.8006 3.6763 -0.9034
C 1.4970 4.0590 -1.6275
C 1.5772 4.1527 -3.1224
O 0.5158 3.0837 -1.3404
H 3.3294 2.9014 -1.4583
H 2.6975 3.3330 0.1260
H 3.4948 4.5069 -0.7759
H 1.1828 5.0277 -1.2389
H 0.7323 4.6948 -3.5471
H 1.6481 3.1478 -3.5386
H 2.4882 4.7113 -3.3373
H -0.2735 3.3583 -1.8129
C -3.7468 4.7253 2.7362
C -3.6736 3.3003 3.3252
C -2.3393 3.1041 3.9805
O -4.7550 3.2364 4.2346
H -2.8784 4.9757 2.1269
H -3.7427 5.4813 3.5214
H -4.6732 4.8535 2.1762
H -3.7521 2.5036 2.5854
H -2.4727 2.1927 4.5633
H -1.9490 3.9086 4.6039
H -1.5770 2.8763 3.2355
H -4.7845 2.3344 4.5620
C -0.1717 -1.7868 -5.0490
C 0.1331 -0.7976 -3.9913
C -0.5502 0.5113 -4.1487
O -0.2297 -1.3334 -2.7310
H 0.5959 -2.5543 -5.1485
H -0.1670 -1.3066 -6.0275
H -1.1892 -2.1718 -4.9811
H 1.1960 -0.5722 -3.9051
H -1.6097 0.3960 -3.9201
H -0.5101 0.8571 -5.1817
H -0.0997 1.2613 -3.4987
H 0.0715 -0.6695 -2.1064
C 0.5940 4.7341 2.2192
C 0.9476 6.1356 1.6411
C -0.1664 7.2510 1.6710
O 2.0300 6.6775 2.3158
H 0.1443 4.7862 3.2107
H 1.3829 3.9842 2.2778
H -0.1335 4.2223 1.5892
H 1.2586 6.0543 0.5996
H 0.2014 8.1253 1.1339
H -0.3933 7.6534 2.6583
H -1.1291 6.9849 1.2346
H 2.4936 7.3092 1.7612
C -4.0863 -2.8573 2.4511
C -4.0805 -1.2967 2.2591
C -5.4670 -0.6535 2.1852
O -3.4282 -0.8040 3.3557
H -4.5023 -3.4056 1.6059
H -4.6709 -3.2704 3.2731
H -3.0888 -3.2916 2.5176
H -3.4827 -1.1408 1.3611
H -6.0803 -0.7223 3.0837
H -6.0212 -1.1028 1.3612
H -5.3844 0.4081 1.9519
H -2.5243 -1.1255 3.3910
C -3.5869 0.0029 -1.6525
C -4.4912 -1.2094 -1.9102
C -4.6461 -1.6660 -3.3569
O -4.0765 -2.2581 -1.0852
H -3.9762 0.8571 -2.2065
H -2.5513 -0.1511 -1.9557
H -3.4781 0.3127 -0.6132
H -5.4900 -0.9299 -1.5748
H -5.0075 -2.6903 -3.4485
H -3.6824 -1.7461 -3.8598
H -5.3014 -1.0227 -3.9442
H -3.1973 -2.4968 -1.3879
C 1.2439 -1.7177 4.4097
C -0.2297 -2.1247 4.7295
C -0.9480 -1.2119 5.6684
O -0.8674 -2.0119 3.4190
H 1.3367 -0.7715 3.8766
H 1.7781 -2.4424 3.7953
H 1.7948 -1.6928 5.3499
H -0.2266 -3.1495 5.1007
H -1.2937 -0.3139 5.1565
H -0.2522 -0.9125 6.4522
H -1.7946 -1.7334 6.1150
H -0.5111 -2.7317 2.8931
*
```

**Relative energy (zero: lowest compared OMol25 entry of this formula, charge and spin)**: 38.86 kJ/mol
**HOMO (spin up / spin down)**: -11.52 / -11.52 eV
**LUMO energy (spin up / spin down)**: -2.03 / -8.45 eV



Record 2
Below is a 13-piece molecular cluster, C39H104O39S13 overall, with properties calculated with ωB97M-V with the def2-TZVPD basis set.

Structure (ORCA input):
```
! wB97M-V def2-TZVPD RIJCOSX def2/J DEFGRID3
* xyz 0 1
O -1.0405 -4.8319 -3.1931
S -1.7981 -4.4016 -4.3473
O -2.5483 -3.1745 -4.3163
O -0.7703 -4.3419 -5.5013
C -0.7994 -3.4205 -6.6527
C -1.0659 -4.2418 -7.9472
C -2.9366 -5.7291 -4.9266
H 0.2357 -2.9781 -6.6794
H -1.4472 -2.6070 -6.3279
H -0.5507 -5.1574 -7.9669
H -0.6367 -3.7334 -8.8708
H -2.1468 -4.4262 -8.0035
H -3.0535 -5.4325 -5.9373
H -3.8453 -5.7302 -4.3526
H -2.4066 -6.7088 -4.9110
O 6.8366 1.1240 -0.0783
S 6.4191 0.6479 1.2281
O 5.6994 1.5035 2.1403
O 5.6447 -0.6974 1.2485
C 6.0361 -1.7201 0.1930
C 4.9367 -2.7419 0.2015
C 8.0214 0.3376 2.1013
H 6.9901 -2.1593 0.5101
H 6.1727 -1.0655 -0.6665
H 5.1175 -3.6094 -0.5223
H 4.0679 -2.1536 -0.0210
H 4.8673 -3.1904 1.1779
H 7.9341 0.2489 3.1796
H 8.7054 1.1402 1.7881
H 8.4315 -0.6058 1.6295
O 1.8388 -1.7579 6.6793
S 1.1471 -0.5201 7.0270
O 1.2462 0.5702 6.0649
O -0.3602 -0.8818 7.3134
C -1.0305 -1.4054 6.0526
C -2.5129 -1.2706 6.3474
C 1.5817 -0.0242 8.6597
H -0.8171 -2.4417 5.8392
H -0.6956 -0.8272 5.2246
H -2.6768 -2.0693 7.1061
H -3.0805 -1.5230 5.4488
H -2.7662 -0.2770 6.7764
H 2.5766 0.3963 8.7535
H 1.5925 -0.9178 9.2400
H 0.6986 0.6402 8.9680
O -6.5961 -1.0582 -0.8024
S -5.2662 -0.8698 -1.2691
O -4.2684 -1.0886 -0.2554
O -4.9739 -1.6542 -2.5227
C -5.2527 -3.0884 -2.5862
C -4.5701 -3.8503 -1.4839
C -5.0057 0.7499 -1.9999
H -4.7361 -3.3491 -3.5325
H -6.2956 -3.1749 -2.6041
H -4.6788 -4.9394 -1.6798
H -5.0923 -3.8028 -0.5386
H -3.5440 -3.6204 -1.2982
H -5.6123 0.6757 -2.9594
H -3.9507 0.9351 -2.1888
H -5.5264 1.4279 -1.3195
O -1.8367 -4.7486 2.7384
S -2.2748 -3.4279 2.3858
O -2.0359 -2.3342 3.3222
O -1.5942 -3.0746 1.0543
C -1.3185 -4.0694 -0.0009
C 0.1778 -4.5447 0.0935
C -4.0288 -3.4685 2.1052
H -1.5267 -3.5563 -0.9464
H -1.9516 -4.9393 0.1115
H 0.4531 -5.2387 -0.6986
H 0.3220 -4.9143 1.1109
H 0.8234 -3.6693 -0.0643
H -4.5648 -3.2118 3.0057
H -4.3368 -4.4252 1.7620
H -4.0927 -2.7134 1.3506
O 5.6470 -3.2444 5.6285
S 5.6104 -2.4520 4.4355
O 6.7240 -2.3450 3.5863
O 4.4703 -3.0352 3.5310
C 3.0903 -3.2936 3.9899
C 3.0615 -4.5615 4.7814
C 4.9772 -0.8445 4.8950
H 2.4298 -3.3167 3.0790
H 2.7549 -2.3590 4.4653
H 3.5484 -4.4841 5.7402
H 3.6210 -5.3037 4.1255
H 2.0682 -4.9232 4.8584
H 3.9854 -1.0102 5.3159
H 4.9835 -0.1858 4.0419
H 5.6210 -0.5525 5.7467
O -6.2301 3.5006 0.6122
S -5.0875 3.5285 1.4480
O -4.7584 4.6523 2.2546
O -5.1171 2.3659 2.4536
C -5.7354 1.1378 2.1131
C -5.3733 0.1301 3.2318
C -3.7274 3.1891 0.4321
H -5.3228 0.8377 1.1526
H -6.8147 1.1806 2.0127
H -5.8231 0.5028 4.1533
H -4.3048 0.0545 3.4244
H -5.8480 -0.8487 2.9180
H -3.5522 4.0156 -0.2517
H -3.9137 2.2812 -0.1394
H -2.8769 3.0188 1.0691
O -5.4585 3.1896 -5.0693
S -4.0877 3.4303 -4.8037
O -3.5414 3.0748 -3.5448
O -3.1817 2.7142 -5.8268
C -2.4826 1.5075 -5.4670
C -1.9510 0.7959 -6.7095
C -3.6916 5.0431 -5.1887
H -3.1434 0.9041 -4.8547
H -1.6599 1.7459 -4.7427
H -2.6134 0.0179 -7.0540
H -1.0057 0.3279 -6.3527
H -1.6740 1.5615 -7.4173
H -2.6616 5.1585 -5.0790
H -4.1440 5.6582 -4.3980
H -4.0420 5.3599 -6.1609
O 1.1692 4.9430 0.8585
S 2.0344 3.8276 1.1651
O 1.5259 2.6282 1.7375
O 2.6649 3.5334 -0.2692
C 3.4021 2.2948 -0.5644
C 4.2622 2.5579 -1.7699
C 3.5127 4.2706 2.0453
H 2.7323 1.4210 -0.6788
H 4.0083 2.0366 0.2718
H 4.6996 3.6016 -1.7967
H 3.8339 2.4173 -2.7567
H 5.1527 1.9019 -1.8174
H 3.9002 5.1113 1.5581
H 4.2148 3.4309 2.0366
H 3.2047 4.6120 3.0856
O -0.5559 6.4026 -3.4107
S 0.2301 5.3171 -3.9415
O 0.1116 4.9485 -5.3021
O 1.7813 5.6154 -3.7846
C 2.0797 6.6533 -2.8348
C 3.6137 6.9611 -2.9536
C 0.0699 3.9231 -2.9289
H 1.8740 6.3017 -1.8420
H 1.5915 7.6247 -3.0157
H 3.9414 7.4509 -2.0243
H 3.8083 7.4701 -3.9101
H 4.1967 6.0852 -2.8204
H 0.6374 3.0870 -3.3258
H -0.9779 3.6859 -2.8297
H 0.3863 4.1537 -1.9402
O 3.7041 -2.5263 -3.1974
S 2.3851 -2.9516 -3.5292
O 1.3015 -2.7106 -2.6655
O 1.9809 -2.4284 -4.9929
C 1.4855 -1.0547 -5.0141
C 2.5919 -0.0543 -5.0625
C 2.3528 -4.7165 -3.8807
H 0.8282 -0.9484 -4.1214
H 0.9310 -0.9311 -5.9349
H 3.0832 -0.0292 -4.0831
H 2.1679 0.9381 -5.1242
H 3.3078 -0.2707 -5.8620
H 2.9897 -5.0250 -4.7556
H 1.3287 -4.9733 -4.1096
H 2.7344 -5.2179 -2.9941
O 0.6908 5.0551 4.1973
S -0.0748 4.7465 5.3482
O -0.7881 5.7451 6.0428
O -1.2110 3.6673 4.9753
C -0.9777 2.6134 4.0417
C -2.0848 1.6075 4.0839
C 0.9806 3.9584 6.5148
H -0.0265 2.1302 4.2742
H -0.8873 2.9915 2.9956
H -2.3784 1.2201 5.0520
H -1.9261 0.7583 3.4009
H -2.9712 2.0742 3.6385
H 1.6395 4.7337 6.8426
H 1.6316 3.3079 5.8849
H 0.5332 3.3751 7.3193
O -1.3204 1.7665 -0.9721
S -0.4721 0.7038 -1.2846
O 0.3745 0.8660 -2.4128
O 0.4329 0.3468 -0.0419
C -0.3020 0.2581 1.2096
C 0.7015 -0.3356 2.2666
C -1.4455 -0.6848 -1.6520
H -1.1032 -0.4041 1.1090
H -0.5848 1.2687 1.5479
H 1.2826 -1.1075 1.7371
H 0.2607 -0.7296 3.1784
H 1.4096 0.4319 2.5727
H -0.9071 -1.5677 -1.9857
H -2.0888 -0.2467 -2.4096
H -2.0931 -0.8337 -0.7903
*
```

**Relative energy (zero: lowest compared OMol25 entry of this formula, charge and spin)**: 215.83 kJ/mol
**HOMO**: -10.72 eV
**LUMO energy**: -0.32 eV